No. 1
Here is a structure of composition C5H13N2O at a distorted geometry from OMol25. Energies are from ωB97M-V/def2-TZVPD.

The geometry in XYZ format:
```
21
Properties=species:S:1:pos:R:3:forces:R:3
N 0.74617 2.09699 0.82228 -3.24 -0.47 -0.32
C -0.00014 0.97272 0.25965 0.51 -3.47 0.64
C 0.73233 -0.30679 0.00003 1.08 0.54 3.96
C 2.26004 -0.42057 0.46396 -0.37 2.45 -0.34
O 3.05130 0.41706 -0.26485 -0.64 0.17 0.90
C -1.51157 0.86024 -0.32759 0.17 -0.74 0.11
N -1.89817 -0.45187 -0.74290 0.57 0.55 0.54
C -2.75039 -1.11225 0.24212 -2.03 1.29 -1.04
H 1.63558 2.00066 0.44757 2.86 -0.26 -1.13
H 0.88834 1.92932 1.81334 -0.28 -0.26 0.10
H 0.56798 0.55161 -0.82447 0.73 -0.21 -2.04
H 0.29284 -1.31064 -0.08241 -0.85 1.25 -0.98
H 2.00465 -1.58757 -1.98557 0.43 0.99 -1.73
H 2.12395 -0.18925 1.60343 0.24 0.08 -0.71
H 2.70673 -1.41459 0.50862 -0.71 -0.92 -0.38
H -1.46270 1.60753 -1.13998 -0.16 -0.11 -0.11
H -2.17891 1.29359 0.42795 0.01 0.28 0.37
H 2.17107 -1.16455 -2.65301 -0.41 -1.08 1.62
H -3.32903 -1.98663 -0.19656 1.21 0.52 0.34
H -2.40278 -1.39995 1.27911 0.14 0.19 -0.65
H -3.64728 -0.38506 0.34928 0.74 -0.78 0.83
```
Forces are in eV/Å.

Output
- Highest occupied orbital energy: -2.7 eV
- Electronic energy: -10416.4611 eV
- HOMO-LUMO gap: 6.37 eV
- ΔE to the lowest compared entry with this formula, charge and spin: 7.2377 eV
- Charge: -1

---

No. 2
Here is the ion C5H13N2O with charge -2 at a distorted geometry from OMol25. Energies are from ωB97M-V/def2-TZVPD.

The geometry in XYZ format:
```
21
Properties=species:S:1:pos:R:3:forces:R:3
C -0.26010 1.20797 -0.65261 0.13 -0.30 0.35
N -1.16045 0.82603 -1.71476 0.16 0.68 -0.74
C -0.78724 -0.30053 -2.62497 -0.92 -1.38 0.68
O -1.40523 -1.47435 -2.33271 -0.09 0.42 -0.06
C 0.12853 0.09013 0.33750 0.98 0.26 0.28
C -1.07023 -0.23974 1.23124 0.59 0.02 -0.07
N 1.36260 0.42996 1.10629 -0.88 0.05 0.70
C 1.94074 -0.75668 1.76154 1.68 1.11 -0.98
H -0.68271 2.03299 -0.06075 -0.10 0.05 -0.16
H 0.64609 1.60366 -1.12127 0.15 -0.09 0.12
H -2.11752 0.63559 -1.47814 -0.16 -0.10 0.67
H -1.11741 0.05602 -3.63248 0.68 0.10 -0.15
H 0.30623 -0.45413 -2.51640 0.29 0.71 -0.50
H 0.53014 -0.71373 -0.28216 -0.89 -0.51 0.06
H -1.41096 0.69327 1.69871 -0.37 0.07 -0.43
H -1.81745 -0.74405 0.61834 -0.30 0.12 0.24
H -0.80858 -0.82911 2.10739 0.17 -0.54 -0.20
H 1.13481 1.06910 1.87442 -0.03 0.05 -0.35
H 2.92931 -0.43978 2.14253 -0.25 -0.22 0.27
H 1.42764 -1.25074 2.57754 -0.57 -0.13 0.11
H 2.23176 -1.44186 0.96076 -0.29 -0.37 0.18
```
Forces are in eV/Å.

Output
- Highest occupied orbital energy (alpha / beta): 3.9 / 0.1 eV
- <S²>: 0.75
- Electronic energy: -10418.5527 eV
- HOMO-LUMO gap (alpha / beta): 2.90 / 6.68 eV
- ΔE to the lowest compared entry with this formula, charge and spin: 0.6149 eV
- Charge: -2
- Multiplicity: 2

---

No. 3
Here is the molecule C5H13N2O at a distorted geometry from OMol25. Energies are from ωB97M-V/def2-TZVPD.

The geometry in XYZ format:
```
21
Properties=species:S:1:pos:R:3:forces:R:3
C 0.05938 -0.08929 1.98975 -0.44 -0.36 0.66
C 0.96330 0.11232 0.76200 -0.44 0.37 0.96
C 0.25612 0.60517 -0.49799 0.09 -0.36 -0.34
C -0.15875 -0.51390 -1.48832 0.31 -0.07 -0.27
C -1.53876 -0.99527 -1.17271 -0.82 0.01 0.69
N -2.55742 -0.72425 -2.03154 0.72 0.35 -1.19
O -1.77756 -1.50200 -0.09012 0.18 -0.16 0.03
N 2.05573 1.11436 1.14634 -0.60 -0.56 -0.05
H 0.17968 0.64637 2.78577 0.27 0.17 -0.23
H 0.25962 -1.05596 2.45796 0.14 0.02 -0.06
H -1.01016 -0.10023 1.80053 0.02 0.01 -0.56
H 1.44748 -0.84009 0.59160 0.34 0.07 -0.27
H -0.61637 1.17463 -0.17739 -0.05 0.11 -0.23
H 0.90120 1.27792 -1.05958 0.07 0.05 0.12
H -0.02390 -0.16569 -2.51242 -0.35 0.16 -0.03
H 0.48428 -1.39512 -1.42887 0.16 0.13 0.30
H -3.46523 -1.06281 -1.81238 -0.49 -0.33 0.34
H -2.38361 -0.53994 -3.01215 0.07 0.08 0.38
H 3.00836 0.71926 0.90225 0.25 0.31 -0.19
H 1.86290 2.03016 0.68435 0.41 0.09 -0.05
H 2.05372 1.30438 2.16291 0.16 -0.07 0.00
```
Forces are in eV/Å.

Output
- Highest occupied orbital energy (alpha / beta): -3.4 / -10.2 eV
- <S²>: 0.75
- Electronic energy: -10420.7934 eV
- HOMO-LUMO gap (alpha / beta): 4.12 / 10.83 eV
- ΔE to the lowest compared entry with this formula, charge and spin: 1.4919 eV
- Charge: 0
- Multiplicity: 2

---

No. 4
Here is a cluster of 2 separate species, C5H13N2O in total at a distorted geometry from OMol25. Energies are from ωB97M-V/def2-TZVPD.

The geometry in XYZ format:
```
21
Properties=species:S:1:pos:R:3:forces:R:3
C 2.52709 0.29386 -0.23670 0.67 0.40 0.21
C 1.92656 0.34370 1.16573 -1.24 -0.15 -0.61
C 0.07171 1.94034 1.29687 -0.18 0.01 -0.21
N 0.50695 0.65189 1.13448 0.10 0.54 0.19
H 1.96542 -0.34720 -0.91300 0.01 -0.15 0.07
H 2.57190 1.29747 -0.66710 -0.23 -0.03 -0.02
H 3.56907 -0.03717 -0.17432 -0.10 -0.20 -0.14
H 2.00282 -0.63052 1.65087 0.43 0.07 0.15
H 2.39745 1.13499 1.74525 0.28 -0.22 0.23
H -0.98885 2.13153 1.36180 0.03 -0.05 0.03
H 0.77537 2.72619 1.51406 0.10 -0.01 0.04
H -0.19412 -0.08250 0.96839 0.65 0.30 0.28
C -1.50469 -0.08202 -1.36741 -0.03 -0.28 -0.50
C -1.76553 -1.23447 -0.43414 -0.10 0.63 0.51
N -2.55714 -2.22577 -0.88906 -0.01 -0.45 0.02
O -1.28883 -1.27068 0.69638 -0.34 -0.70 -0.47
H -0.46003 -0.12970 -1.67709 0.04 0.02 0.08
H -1.65622 0.88608 -0.90007 -0.04 -0.04 0.18
H -2.10852 -0.17224 -2.26890 -0.07 0.14 -0.02
H -2.63472 -3.05039 -0.31683 -0.17 0.09 0.08
H -3.15568 -2.14340 -1.68921 0.20 0.08 -0.13
```
Forces are in eV/Å.

Output
- Highest occupied orbital energy (alpha / beta): -5.1 / -9.3 eV
- <S²>: 0.75
- Electronic energy: -10422.2853 eV
- HOMO-LUMO gap (alpha / beta): 5.76 / 9.93 eV
- ΔE to the lowest compared entry with this formula, charge and spin: 0.0000 eV
- Charge: 0
- Multiplicity: 2

---

No. 5
Here is the ion C5H13N2O with charge +1 at a distorted geometry from OMol25. Energies are from ωB97M-V/def2-TZVPD.

The geometry in XYZ format:
```
21
Properties=species:S:1:pos:R:3:forces:R:3
C 1.84180 0.90668 -0.01493 -3.54 0.09 2.04
C 0.41795 1.63726 0.16676 1.88 -1.64 -2.19
C -1.55932 0.40458 0.08369 1.37 -1.06 0.44
C 2.46643 -1.47462 -0.36996 -2.46 -0.48 0.54
C -3.41654 -0.99433 0.20590 -3.06 -1.25 2.31
N 1.65947 -0.46184 0.39816 1.27 -0.75 -1.45
N -0.71965 1.09380 -0.59685 -1.12 -0.23 -0.65
O -2.60957 -0.09283 -0.45677 1.81 0.73 -1.57
H 1.89468 1.05950 -1.04153 1.19 -0.66 -2.02
H 2.50799 1.61089 0.49787 0.36 -0.58 0.07
H 0.22081 1.84064 1.17274 -0.80 0.62 1.18
H 0.65868 2.36898 -0.49010 0.44 3.92 -0.59
H 1.92619 -0.64542 1.32377 0.20 0.51 1.67
H 2.72519 -2.30252 0.32045 -0.27 0.36 -0.64
H 1.77722 -1.80191 -1.17103 0.77 -0.34 0.22
H 3.34397 -1.08089 -0.78621 1.33 0.63 -0.55
H -3.06912 -1.05319 1.24931 -0.39 -0.03 -0.19
H -3.54128 -2.08301 -0.13320 0.81 1.89 -0.44
H -4.40962 -0.46558 0.15732 0.68 -1.13 0.38
H -1.01633 1.29190 -1.59842 1.17 0.04 1.57
H -1.09896 0.24190 1.08301 -1.64 -0.63 -0.12
```
Forces are in eV/Å.

Output
- SMILES string: CNCC/[NH+]=C/OC
- Highest occupied orbital energy: -12.8 eV
- Electronic energy: -10414.4252 eV
- HOMO-LUMO gap: 9.23 eV
- ΔE to the lowest compared entry with this formula, charge and spin: 3.7707 eV
- Charge: +1

---

No. 6
Here is a cluster of 2 separate species, C5H13N2O in total at a distorted geometry from OMol25. Energies are from ωB97M-V/def2-TZVPD.

The geometry in XYZ format:
```
21
Properties=species:S:1:pos:R:3:forces:R:3
C -1.02671 1.01497 2.02417 -0.54 0.84 0.40
C -1.43982 0.44074 0.74030 -1.48 1.96 -3.10
C -2.06689 1.05343 -0.30857 0.56 -0.50 2.59
N -1.08321 -0.94576 0.52223 0.02 -0.69 0.01
H -1.21331 2.09653 1.96027 0.21 -0.32 0.21
H -1.64578 0.63781 2.86449 0.57 0.00 -0.34
H 0.03878 0.85097 2.17447 0.07 -0.02 0.38
H -2.40244 0.50075 -1.16962 0.15 -0.04 -0.29
H -2.40130 2.08649 -0.19018 0.23 -0.35 -0.18
H -0.55525 -1.25816 1.32788 0.00 -0.64 0.22
H -0.47622 -1.10725 -0.32312 0.26 0.07 -0.11
H -1.93656 -1.48496 0.39526 0.05 -0.43 0.25
C 2.27718 0.52343 -0.76807 -1.22 -0.93 0.66
C 2.05935 -1.02582 -0.85934 1.11 0.08 0.73
N 0.85373 -1.35473 -1.57103 0.23 1.21 -0.30
O 2.74547 -1.87375 -0.30281 -1.60 1.63 -1.19
H 2.55853 0.99565 -1.68736 0.61 -0.16 -0.70
H 2.94399 0.81475 0.04019 0.12 -0.29 -0.16
H 1.29086 0.98843 -0.58900 0.20 -0.22 0.23
H 0.62494 -0.67611 -2.32050 0.30 -0.50 0.70
H 0.85465 -2.27738 -1.95965 0.16 -0.69 -0.03
```
Forces are in eV/Å.

Output
- Highest occupied orbital energy: -13.9 eV
- Electronic energy: -10416.7930 eV
- HOMO-LUMO gap: 10.65 eV
- ΔE to the lowest compared entry with this formula, charge and spin: 1.4028 eV
- Charge: +1